Molecular formula: C24H22Cl2O5S
Method: DFT, ωB97M-V/def2-TZVPD

Cartesian coordinates (Å):
Cl (0.75717, -5.36789, 1.22535)
C (1.28986, -3.74808, 1.14421)
C (2.48859, -3.44596, 0.47304)
C (2.92165, -2.13197, 0.42579)
C (2.23164, -1.08119, 1.10247)
C (2.84401, 0.19936, 1.12979)
C (2.22200, 1.43940, 1.47904)
C (2.59061, 2.59293, 0.72874)
C (1.84365, 3.76030, 0.78063)
C (0.73727, 3.82832, 1.64790)
Cl (-0.25392, 5.22295, 1.62710)
C (0.43647, 2.76277, 2.50406)
C (1.20116, 1.59555, 2.45669)
C (0.95357, -1.40286, 1.64238)
C (0.51732, -2.72580, 1.71729)
H (3.04707, -4.24099, -0.01207)
H (3.80443, -1.87357, -0.15337)
H (3.74630, 0.28860, 0.54056)
H (3.41534, 2.50588, 0.01946)
H (2.06346, 4.60277, 0.13357)
H (-0.42134, 2.83663, 3.17118)
H (0.99269, 0.78958, 3.16327)
H (0.29222, -0.60529, 1.97077)
H (-0.43696, -2.97633, 2.17607)
C (4.38673, 2.23442, 6.09352)
C (3.78455, 1.68434, 4.82579)
O (4.91181, 1.07714, 4.10827)
C (4.76204, 0.05145, 3.22281)
C (5.53061, 0.34559, 1.98059)
O (5.63312, -0.54284, 0.99781)
C (6.09668, -1.94617, 1.23240)
S (7.09115, 1.27395, 2.39886)
C (8.27918, 1.03826, 1.04805)
C (9.48917, 0.41630, 1.37313)
C (10.50851, 0.35160, 0.42728)
C (10.30786, 0.88855, -0.84532)
C (9.08551, 1.48152, -1.17973)
C (8.05854, 1.54935, -0.23394)
O (6.84029, 2.68915, 2.55985)
O (7.63738, 0.45774, 3.47498)
O (4.15847, -1.00038, 3.41877)
H (3.65803, 2.87578, 6.59683)
H (4.66105, 1.41903, 6.77146)
H (5.28176, 2.82341, 5.86347)
H (3.00063, 0.94188, 5.01244)
H (3.39728, 2.49926, 4.20425)
H (6.03140, -2.38824, 0.23219)
H (7.12604, -1.91582, 1.60727)
H (5.40640, -2.43229, 1.92760)
H (9.62616, -0.03595, 2.35287)
H (11.44943, -0.11361, 0.71590)
H (11.11081, 0.85430, -1.57960)
H (8.91896, 1.90293, -2.17190)
H (7.08650, 1.97403, -0.48728)

E in eV: -71357.6375
Largest force on an atom in eV Å⁻¹: 2.092
Charge: 0
HOMO energy in eV: -6.80